11
Properties=species:S:1:pos:R:3:forces:R:3:nbo_charge:R:1 method="wB97M-V/def2-TZVPD" e_homo_ha="-0.297 / -0.297" e_above_lowest_ev=5.0931 gap_ev="8.0 / 8.0" mol_weight_g_mol=99.158 e_lumo_ev="-0.03 / -0.03"
C 0.19375 0.05477 1.60082 1.02 1.41 0.60 0.003
C 0.62455 1.14537 2.16380 2.51 0.40 2.19 -0.451
C -0.10523 -0.89181 0.84169 -2.19 -2.10 -4.61 -0.288
C -0.29701 -0.49167 -1.25312 0.67 0.02 3.02 0.193
N -0.39457 0.69742 -1.46460 0.19 0.84 0.83 -0.671
S -0.38980 -1.97578 -2.14080 1.00 0.46 -2.16 0.021
H 1.54715 1.32810 2.84271 -1.08 -1.22 -1.62 0.220
H 0.11698 2.05363 2.22589 -1.64 1.06 -0.26 0.213
H -0.77440 -1.75746 0.85267 0.55 0.40 0.73 0.218
H -0.62867 1.26298 -2.25652 -0.03 -0.41 -0.74 0.388
H 0.10724 -1.42555 -3.41253 -0.99 -0.86 2.03 0.154

=====

207
Properties=species:S:1:pos:R:3:forces:R:3:mulliken_charge:R:1 method="wB97M-V/def2-TZVPD" e_homo_ha=-0.287 gap_ev=7.0 mol_weight_g_mol=1480.028 e_lumo_ev=-0.85
C -11.09235 19.37656 -21.03249 0.54 -1.25 0.89 -1.354
C -9.92722 18.44868 -20.52944 -0.53 0.90 0.06 -0.801
C -9.63956 17.19049 -21.33005 -1.20 -0.34 -0.18 -0.220
C -8.85417 16.13741 -20.53672 1.23 0.47 -1.87 -0.744
N -8.22563 15.07921 -21.51997 0.79 -2.53 2.05 0.375
C -7.13748 14.20468 -20.77228 0.06 -0.38 -0.04 -0.722
C -6.26701 13.54921 -21.85365 -1.39 0.64 -0.63 -0.526
C -6.21150 14.64122 -22.93258 -0.32 0.03 -0.78 -0.727
C -7.34260 15.63980 -22.56871 0.47 1.35 -0.06 -0.850
C -9.34508 14.11624 -22.06904 0.63 0.34 0.14 -0.800
C -9.95698 13.14554 -21.05874 -0.38 1.08 2.35 -0.515
C -11.45816 12.92293 -21.25910 0.70 -0.55 -1.44 -1.332
H -11.06493 20.24554 -20.37506 0.19 0.41 -0.61 0.401
H -12.07907 18.96300 -20.82406 0.03 -0.39 -0.31 0.351
H -10.97882 19.56138 -22.10069 -0.13 0.43 0.18 0.369
H -10.09166 18.21250 -19.47812 0.03 0.05 0.11 0.431
H -9.03966 19.07486 -20.62021 0.23 -0.02 0.46 0.358
H -9.11532 17.55827 -22.21210 0.29 -0.50 -0.06 0.230
H -10.58005 16.77875 -21.69618 -0.14 -0.11 0.01 0.321
H -9.35075 15.60188 -19.72758 -0.19 0.14 -0.32 0.556
H -8.00619 16.70296 -20.15047 0.28 -0.46 0.33 0.285
H -7.60433 13.46766 -20.11887 -0.14 0.38 0.01 0.430
H -6.42982 14.81604 -20.21231 -0.73 0.62 0.24 0.455
H -6.83603 12.71926 -22.27259 0.53 -0.43 0.17 0.252
H -5.27202 13.28706 -21.49398 -0.34 -0.27 0.06 0.400
H -6.29553 14.26184 -23.95096 -0.35 -0.27 0.12 0.330
H -5.23876 15.13215 -22.96197 -0.18 0.33 0.34 0.374
H -7.96266 16.12946 -23.31961 0.29 -0.54 -0.42 0.506
H -6.81126 16.45008 -22.06949 -0.26 0.29 0.11 0.390
H -8.93888 13.47910 -22.85463 0.37 0.58 -0.28 0.516
H -10.04769 14.82971 -22.49963 -0.23 -0.36 0.01 0.495
H -9.94410 13.58586 -20.06172 0.55 0.25 0.23 0.276
H -9.40230 12.21950 -20.90749 0.03 -0.04 -0.65 0.441
H -11.81669 11.97997 -20.84635 0.17 0.15 0.13 0.371
H -11.47411 12.82596 -22.34466 -1.20 -0.01 -0.17 0.344
H -12.07865 13.74338 -20.89861 0.16 0.01 -0.22 0.334
C -25.72232 5.49798 -27.21459 0.61 0.18 -0.53 -1.114
C -25.05343 4.38207 -26.45644 -0.35 -0.54 1.32 -0.685
C -25.42965 4.43263 -24.92311 0.96 -0.32 0.11 -0.554
C -24.70412 5.54241 -24.16810 1.55 0.83 0.84 -0.856
N -25.13038 5.98821 -22.75732 -1.32 0.18 -0.18 0.333
C -25.15732 4.80086 -21.69872 0.08 1.20 -0.76 -0.545
C -26.61662 4.37106 -21.64649 -0.19 -0.24 -0.54 -0.562
C -27.39089 5.67115 -21.88833 -0.30 -0.33 2.62 -0.682
C -26.60692 6.40672 -22.89994 -0.41 1.33 -0.43 -0.615
C -24.22845 7.25669 -22.35288 -0.20 -1.82 -0.61 -0.951
C -22.70019 6.96281 -22.30534 0.11 1.87 -0.44 -0.374
C -22.09148 7.80965 -21.19866 1.15 -0.75 1.13 -1.638
H -25.20201 6.44198 -27.05258 -0.32 0.25 0.70 0.292
H -26.77218 5.52556 -26.92280 -0.01 0.37 -0.38 0.277
H -25.57332 5.44870 -28.29323 -0.51 -0.61 -0.10 0.399
H -23.98010 4.31173 -26.63285 0.19 0.47 0.36 0.356
H -25.36076 3.36926 -26.71694 -0.51 0.17 -0.53 0.370
H -25.14438 3.45200 -24.54221 0.14 0.04 0.38 0.326
H -26.50371 4.48531 -24.74505 -0.08 0.16 -0.51 0.414
H -24.65463 6.48306 -24.71657 -0.51 -0.01 -0.26 0.350
H -23.64799 5.36802 -23.96246 0.08 -0.77 -0.60 0.457
H -24.81730 5.25736 -20.76915 -0.02 -0.14 0.00 0.427
H -24.46642 4.02055 -22.01789 0.01 0.20 -0.03 0.271
H -26.84716 3.80863 -20.74171 -0.01 0.39 0.16 0.445
H -26.82547 3.67482 -22.45872 0.09 -0.05 -0.15 0.254
H -27.38364 6.27057 -20.97797 0.67 0.00 0.48 0.383
H -28.47940 5.63598 -21.93330 0.06 -0.57 -1.22 0.395
H -26.74739 7.47351 -22.72580 0.59 0.10 0.02 0.300
H -27.01912 6.27108 -23.89984 0.70 -0.38 -0.15 0.323
H -24.52444 7.66191 -21.38527 -0.41 -0.69 0.18 0.572
H -24.55972 8.01489 -23.06245 0.48 -0.11 -0.27 0.582
H -22.12543 7.40163 -23.12093 -0.84 -0.16 -0.99 0.375
H -22.29955 5.94914 -22.31343 -0.79 -0.28 0.58 0.470
H -21.01549 7.66182 -21.29082 0.15 0.11 0.18 0.437
H -22.32934 7.45876 -20.19448 -0.25 0.06 0.07 0.418
H -22.21763 8.89186 -21.23052 -0.52 -0.11 -0.39 0.350
O -12.73352 19.34779 -27.60527 -1.71 -1.11 1.04 -0.581
C -13.83236 19.02099 -27.20013 0.66 -0.86 0.32 0.541
O -14.19709 17.92247 -26.40739 0.28 1.77 -1.14 -0.390
B -15.69462 18.00448 -26.11523 1.33 -0.80 -0.30 0.963
O -16.08379 19.18039 -26.83613 -1.43 0.86 -0.06 -0.534
C -15.13599 19.79273 -27.48446 -0.39 3.66 -2.27 0.636
O -15.28230 20.83784 -28.18552 0.78 -4.04 2.61 -0.646
O -15.97054 18.01180 -24.67108 -0.33 -0.01 0.41 -0.441
C -16.86216 17.06361 -24.37616 -0.59 -0.18 2.86 0.576
O -17.29398 16.76017 -23.26344 1.08 0.97 -2.26 -0.631
C -17.19834 16.34006 -25.65508 -0.63 -1.51 0.24 0.640
O -16.46827 16.82147 -26.58642 1.61 1.41 -1.82 -0.502
O -17.92008 15.39296 -25.79101 -0.61 -0.23 0.43 -0.632
O -13.11123 5.25438 -13.06330 -3.66 1.45 -2.40 -0.636
C -14.07649 5.50895 -13.83603 4.30 -1.07 0.25 0.631
O -15.03359 4.70571 -14.16157 -2.14 0.09 0.50 -0.477
B -16.01939 5.40116 -15.10624 0.06 -1.40 0.13 0.972
O -15.30595 6.56625 -15.61745 -0.19 -1.11 0.44 -0.439
C -14.12937 6.59336 -14.99546 1.33 2.16 1.35 0.545
O -13.26421 7.40665 -15.20765 -0.56 -0.80 -0.13 -0.594
O -17.35516 5.74841 -14.46596 0.94 0.85 0.57 -0.491
C -18.33325 5.03256 -14.93858 -2.81 -0.97 -0.37 0.665
O -19.56894 5.02998 -14.67792 4.74 0.39 -0.66 -0.656
C -17.63411 4.10147 -15.99110 -3.36 -2.59 -1.55 0.551
O -16.33504 4.31719 -16.11904 -1.23 1.19 0.82 -0.439
O -18.34925 3.26791 -16.57812 2.53 1.85 0.97 -0.631
N -24.86710 10.37764 -14.85896 0.12 -0.65 0.82 -0.003
C -25.97409 9.70969 -15.29347 1.06 -0.57 -0.02 -0.413
C -26.73856 10.61033 -15.99384 -1.03 -2.46 -0.38 -0.455
C -26.06068 11.78245 -15.99530 1.53 3.84 0.67 -0.447
C -24.91635 11.68788 -15.19958 -0.25 -0.90 -0.72 -0.356
H -24.17064 9.93403 -14.27737 -0.04 0.25 -0.16 0.199
H -25.88497 8.63427 -15.24939 -0.79 0.01 0.16 0.341
H -27.66236 10.36444 -16.49636 0.08 0.15 -0.02 0.383
H -26.34239 12.72363 -16.44388 -0.25 -0.11 -0.06 0.376
H -24.08194 12.29980 -14.89020 -0.41 0.42 -0.30 0.374
N -25.25341 -1.37888 -13.21255 0.18 -0.68 1.61 0.005
C -26.16287 -1.93204 -14.02184 -2.64 -1.27 -0.81 -0.501
C -26.87711 -2.93585 -13.31484 1.31 0.67 -1.78 -0.253
C -26.25250 -3.11825 -12.08155 0.85 1.96 -0.39 -0.380
C -25.29853 -2.06659 -12.03115 -0.40 -1.21 1.52 -0.524
H -24.62263 -0.59475 -13.29829 -0.37 -0.18 -0.57 0.220
H -26.36784 -1.67477 -15.05053 0.35 0.41 0.15 0.355
H -27.66608 -3.54971 -13.72363 0.10 0.08 -0.15 0.364
H -26.52362 -3.94024 -11.43563 0.34 0.51 0.55 0.366
H -24.77190 -1.67168 -11.17494 0.28 -0.28 -0.12 0.347
N -19.94012 10.20248 -30.80866 1.72 1.10 1.32 -0.046
C -20.80626 10.11745 -31.80648 -2.83 -2.18 -1.16 -0.523
C -21.13370 8.75089 -31.94191 0.92 0.19 0.62 -0.406
C -20.28679 8.02529 -31.03671 0.39 1.05 0.33 -0.412
C -19.54270 8.98671 -30.36435 -0.39 -0.84 -0.14 -0.326
H -19.72655 10.98734 -30.20993 0.03 0.38 -0.80 0.242
H -21.32558 10.90626 -32.33038 0.39 0.32 0.42 0.355
H -21.91428 8.27674 -32.51835 0.19 0.37 -0.37 0.374
H -20.19267 6.96828 -30.83600 -0.18 0.03 -0.33 0.383
H -18.72196 8.97823 -29.66241 -0.25 -0.42 0.13 0.361
N -14.93977 16.14548 -16.16597 -0.32 -0.52 -0.02 0.007
C -14.32856 17.03941 -15.38752 1.10 3.09 1.49 -0.477
C -13.50499 16.46474 -14.41211 -1.56 0.54 -1.42 -0.364
C -13.72975 15.09654 -14.60509 0.48 -0.54 -0.34 -0.346
C -14.58412 14.94636 -15.68115 0.98 -2.76 0.88 -0.543
H -15.65723 16.32377 -16.85414 0.30 0.04 0.19 0.222
H -14.56246 18.09014 -15.47510 0.07 0.01 -0.23 0.374
H -12.89869 16.98248 -13.68359 -0.16 -0.06 -0.10 0.387
H -13.20646 14.30372 -14.09128 -0.26 -0.15 -0.07 0.386
H -14.76074 13.96523 -16.09658 -0.61 0.35 -0.41 0.356
N -35.38039 -1.01133 -15.69471 0.92 1.91 0.65 -0.024
C -34.87080 -0.95099 -16.96539 -1.50 -1.15 -0.69 -0.363
C -34.84000 0.34585 -17.40863 1.19 -0.37 0.43 -0.411
C -35.01906 1.15748 -16.27605 -1.37 -1.26 2.10 -0.263
C -35.40730 0.29399 -15.18253 0.64 0.89 -2.54 -0.583
H -35.60371 -1.85063 -15.17915 0.25 0.26 -0.15 0.205
H -34.74254 -1.87715 -17.50592 -0.03 0.11 -0.11 0.351
H -34.58122 0.66637 -18.40698 0.11 -0.05 0.13 0.365
H -34.91977 2.23290 -16.27651 -0.20 -0.08 0.31 0.367
H -35.68130 0.55433 -14.17083 -0.01 -0.26 -0.14 0.356
C -30.34122 14.47621 -24.24451 0.09 1.00 0.52 0.366
Cl -30.38996 15.91916 -25.26956 -0.22 -0.29 -0.56 -0.090
Cl -31.93023 14.36954 -23.40016 0.44 -0.76 -0.82 -0.092
Cl -29.76183 13.06011 -25.17736 -0.78 0.59 0.66 -0.087
Cl -29.19317 14.90028 -22.96722 0.48 -0.54 0.19 -0.097
C -22.41400 1.38294 -37.11983 0.44 -0.18 0.50 -0.872
C -23.10128 1.34986 -38.43688 -0.56 -0.97 -0.96 -0.243
O -23.97682 2.46407 -38.55119 0.11 -0.10 -0.38 -0.514
H -22.98183 1.95998 -36.38997 0.15 0.39 -0.25 0.292
H -21.42994 1.79836 -37.33696 0.11 0.08 0.91 0.230
H -22.35616 0.40039 -36.65149 0.43 -0.15 -0.28 0.275
H -23.59007 0.39229 -38.61644 -1.01 0.00 0.51 0.236
H -22.40533 1.25381 -39.27027 0.48 0.86 -0.05 0.296
H -23.82118 2.87755 -39.40349 -0.14 0.05 0.00 0.301
C -37.78712 3.64002 -23.24889 0.18 -0.52 1.01 -0.949
C -37.36452 4.95995 -23.84465 0.16 -1.39 0.91 -0.234
O -37.92018 4.99511 -25.10423 -0.86 1.29 -1.68 -0.498
H -38.85048 3.42038 -23.34444 -0.16 0.54 -0.08 0.272
H -37.57449 3.68069 -22.18060 0.18 -0.49 0.14 0.323
H -37.31400 2.77963 -23.72215 0.36 0.13 0.10 0.274
H -36.28182 4.99915 -23.96434 0.12 0.19 0.35 0.197
H -37.72248 5.74902 -23.18333 0.19 0.35 -0.15 0.306
H -38.62290 5.64595 -25.03944 -0.17 -0.09 -0.60 0.309
C -31.40120 5.52425 -37.67923 -0.72 0.14 -1.99 -0.903
C -30.54649 5.16431 -36.57768 3.09 0.52 0.60 -0.219
O -29.29175 5.91987 -36.72649 -0.45 0.16 0.63 -0.551
H -32.40114 5.12359 -37.51278 -0.17 0.28 -0.47 0.305
H -30.92015 5.08999 -38.55564 -0.55 -0.36 -0.39 0.255
H -31.33470 6.58442 -37.92361 -0.62 0.18 0.58 0.298
H -30.16929 4.15208 -36.72330 -0.90 -0.51 0.96 0.228
H -30.96504 5.43405 -35.60806 0.29 -0.42 0.10 0.283
H -28.77304 5.47384 -37.39999 0.05 0.02 -0.02 0.304
C -26.70325 -4.12320 -21.18163 0.10 0.77 -0.43 -1.248
C -25.81273 -5.13334 -20.47189 -0.89 -0.72 -1.56 -0.034
O -24.53996 -5.14070 -21.11992 0.27 0.15 0.84 -0.503
H -26.74818 -4.21799 -22.26657 0.50 -0.83 -0.28 0.367
H -26.21942 -3.14985 -21.10045 -0.45 0.36 0.52 0.330
H -27.77470 -4.10706 -20.98199 0.17 0.11 0.91 0.335
H -26.24492 -6.12282 -20.62099 -0.14 -0.25 0.14 0.206
H -25.76093 -5.00199 -19.39108 0.49 0.44 -0.15 0.266
H -24.65108 -4.77969 -22.00249 -0.04 -0.02 0.01 0.283
C -20.33188 -0.47555 -25.73611 1.27 -0.73 0.34 -0.779
C -20.73269 -1.79048 -25.09467 -1.22 1.11 0.80 -0.315
O -22.13955 -1.89090 -25.18300 -1.17 -0.72 -0.53 -0.520
H -20.77408 -0.52357 -26.73122 0.35 0.55 -0.14 0.241
H -19.24272 -0.51793 -25.74156 0.24 0.27 -0.71 0.304
H -20.54228 0.45220 -25.20403 -0.67 -0.30 0.06 0.243
H -20.66793 -1.80584 -24.00670 1.22 -0.13 -0.06 0.246
H -20.24700 -2.62399 -25.60210 0.20 -0.08 0.31 0.284
H -22.35648 -2.25485 -26.04444 -0.23 0.04 -0.07 0.295
C -32.16017 0.12966 -28.01870 0.41 -0.28 0.22 -0.920
C -31.99626 1.53085 -28.62356 0.18 -1.32 0.20 -0.247
O -32.00609 2.49585 -27.58623 -0.49 0.31 -0.24 -0.503
H -32.13952 -0.71881 -28.70263 0.13 0.30 -0.53 0.330
H -33.06737 -0.03651 -27.43777 -0.08 0.50 0.09 0.279
H -31.30112 -0.00986 -27.36246 -0.11 -0.11 0.26 0.247
H -32.76757 1.70448 -29.37392 0.08 0.29 -0.09 0.293
H -31.00322 1.58244 -29.07000 -0.13 0.04 -0.32 0.212
H -32.90799 2.82476 -27.58379 0.02 0.27 0.42 0.309

=====

13
Properties=species:S:1:pos:R:3:forces:R:3:nbo_charge:R:1 method="wB97M-V/def2-TZVPD" e_homo_ha=-0.367 e_above_lowest_ev=2.9955 gap_ev=10.7 mol_weight_g_mol=81.118 e_lumo_ev=0.66
C -0.90918 -0.51757 -1.40758 -1.96 -0.08 -1.33 0.054
C -0.86680 0.10202 -0.04367 0.47 -1.67 -1.45 -0.048
C -1.45481 -0.16794 1.10004 0.97 2.13 -0.07 -0.384
C 0.48647 0.47597 -0.52286 2.71 3.36 1.23 -0.108
C 1.63974 0.08943 0.46467 -3.26 -3.20 -1.01 -0.614
N 0.25363 -0.16173 -1.82292 -0.28 -1.13 0.46 -0.349
H -1.70442 -1.03659 -2.02170 0.94 0.46 0.76 0.187
H -1.10272 0.32398 2.00122 -0.12 -0.40 0.18 0.206
H -2.42847 -0.49159 0.99224 -1.91 -1.22 0.51 0.207
H 0.70131 1.56918 -0.72838 -0.87 -0.85 0.26 0.197
H 1.07594 -0.04400 1.41987 1.22 0.56 -0.34 0.217
H 2.37489 0.81386 0.40043 1.71 0.98 0.42 0.216
H 1.93444 -0.95504 0.16864 0.35 1.05 0.39 0.220